Below is a structure of composition C32H26BrCl2N6O9P2Pb at a distorted geometry, with properties calculated with ωB97M-V/def2-TZVPD.

**E_HOMO**: -10.99 eV
**LUMO energy**: -0.163 hartree
**Largest force on an atom**: 0.033 Eh/bohr
**HOMO-LUMO gap**: 6.561 eV
**Charge**: +1

The geometry in XYZ format:
```
79
Properties=species:S:1:pos:R:3:mulliken_charge:R:1
N 0.23332 -1.43091 -2.12644 0.590
O -2.13110 -3.33070 2.94428 -0.517
O 2.41254 3.71722 2.01929 -0.579
C 3.34324 3.46645 -0.90563 -1.556
C -0.40712 -3.51185 -1.12447 -0.161
H 4.24165 3.49423 -1.52149 0.427
Br 0.78196 -7.44314 -1.56427 -0.163
H 0.52934 3.25253 -5.42403 0.465
C 0.16565 -2.74241 2.81997 0.329
P 3.23643 0.65208 -0.89121 0.524
O 2.21085 -0.09183 -0.03287 -0.326
H 0.16713 4.46630 -3.26799 0.560
C -3.89984 2.74544 -2.30395 -0.562
C 2.79592 -3.34768 2.74123 -1.006
C 0.39335 -0.79509 -3.21230 -0.834
H 1.94703 -3.01667 -3.51569 0.481
H 2.80286 0.42594 2.07412 0.397
C 0.19849 3.38654 -3.30692 -0.916
H -3.79506 3.99885 -0.54130 0.546
H -4.33293 2.48552 2.50287 0.619
C -2.14120 2.55968 1.01243 -0.588
Cl -6.23947 1.81608 4.45230 -0.149
O 0.72269 2.16901 0.91457 -0.368
O -1.86795 3.67885 1.36234 -0.579
O 4.70473 2.23562 0.69787 -0.563
H 3.85119 -3.56552 2.66003 0.478
C -2.51908 -0.45726 3.12820 0.274
C -3.47735 3.08817 -1.02772 -1.267
H 2.77997 -2.02491 1.03981 0.643
H -0.11758 3.13757 -1.18333 0.610
C -2.60996 2.22680 -0.37698 1.036
H -0.91290 -5.41040 -0.26401 0.504
C -2.54278 0.78980 -2.14607 -0.237
H -3.72777 1.26859 -3.86408 0.515
C 0.40107 2.71269 -4.49579 -0.922
C 0.29039 0.67236 -3.26426 0.467
H 2.44747 -4.61013 4.44533 0.450
C 0.66200 -3.64090 3.75213 -0.825
C -4.80957 1.02629 3.94551 -0.108
O 4.57935 -0.16849 -0.62269 -0.504
C -1.30658 -2.45731 2.80827 -0.117
C 0.44935 1.32582 -4.47509 -0.856
H -0.00636 -4.09293 4.47101 0.548
H -4.58266 3.38436 -2.84671 0.464
N -1.60882 -1.11927 2.51824 0.507
C -3.42355 1.57471 -2.87325 -1.010
Pb -0.10365 -0.07081 0.05487 2.012
H -3.07682 -1.83798 4.74018 0.584
C 2.20509 -2.47861 1.83526 -0.606
C -2.81697 0.90463 2.56544 0.955
C 0.03866 2.64962 -2.13857 -1.378
C 1.41113 -4.91153 -2.68531 -0.802
H 5.28159 0.05265 -1.24492 0.380
O 2.96797 0.89688 -2.32108 -0.889
C 0.37590 -2.83629 -2.05479 -0.203
C 1.29347 -3.53924 -2.83004 -0.422
H 2.12963 -5.46245 -3.27543 0.426
C 2.01499 -3.93129 3.72320 -0.512
N -2.14425 1.09341 -0.91308 0.456
C 3.44644 2.26978 0.03146 1.056
N 0.07182 1.32640 -2.11628 1.604
H 1.61711 4.11509 2.39579 0.397
H 3.26562 4.39916 -0.34449 0.430
N 0.91227 -2.15121 1.87837 0.582
H -2.14204 -0.12597 -2.57024 0.541
H 4.83127 3.07160 1.16637 0.393
H -1.12508 -2.96622 -0.52411 0.411
C 0.61314 -5.57539 -1.76494 0.016
Cl -5.37338 -0.78211 5.92415 -0.148
C -4.06140 1.54601 2.96432 -0.773
H 2.49115 3.37212 -1.57412 0.224
C -0.29866 -4.88394 -0.98111 -0.772
H 0.60131 -1.30419 -4.15580 0.645
H 0.62522 0.75793 -5.37836 0.521
C -4.40615 -0.21695 4.63167 0.138
N -1.94891 1.42182 1.79466 0.182
O 2.58877 1.29214 2.45415 -0.655
C -3.32156 -0.90823 4.25346 -1.089
P 2.14796 2.31307 1.32802 0.571
```